The following is a DFT calculation (ωB97M-V/def2-TZVPD) of a molecular structure, C36H36LiN4P2S3Se.

Structure (XYZ):
```
83
Properties=species:S:1:pos:R:3:forces:R:3
Li 0.002 -1.986 0.287 -0.0972 0.1708 0.4436
S 3.378 -1.461 0.075 -0.1211 -0.0669 -0.1563
P 2.220 0.177 0.316 0.1220 -0.0362 0.0246
C 0.585 -0.030 0.491 -0.0864 -0.0599 -0.1629
P -0.785 0.430 -0.307 0.2259 0.1558 -0.1345
S -2.265 -0.934 -0.162 -0.0420 -0.1563 -0.1201
C -1.471 2.068 0.177 -0.0344 -0.0861 0.1133
C -2.740 2.475 -0.229 -0.0137 -0.0054 -0.0119
C -3.220 3.727 0.122 0.0053 0.0088 0.0074
C -2.438 4.584 0.889 0.0017 -0.0043 -0.0012
C -1.178 4.181 1.306 -0.0049 0.0058 -0.0043
C -0.700 2.925 0.950 0.0024 -0.0242 0.0022
C -0.551 0.730 -2.118 -0.1009 0.0220 0.0037
C -0.265 1.988 -2.638 0.0329 0.0095 0.0012
C -0.041 2.162 -3.998 0.0020 0.0101 0.0039
C -0.105 1.080 -4.861 -0.0020 -0.0117 0.0081
C -0.393 -0.182 -4.353 -0.0187 0.0617 -0.0275
C -0.612 -0.351 -2.995 -0.0526 0.0442 -0.0239
C 2.904 1.005 1.812 -0.0344 -0.0241 0.0028
C 4.235 1.411 1.877 -0.0050 -0.0076 -0.0170
C 4.729 2.017 3.020 -0.0018 0.0037 0.0025
C 3.900 2.211 4.121 -0.0003 -0.0039 0.0046
C 2.578 1.795 4.068 0.0193 0.0010 0.0028
C 2.083 1.197 2.915 -0.0237 0.0106 -0.0325
C 2.689 1.392 -0.989 -0.0083 -0.0216 -0.0297
C 2.611 2.763 -0.757 -0.0086 0.0139 0.0026
C 2.885 3.672 -1.770 -0.0147 0.0093 0.0195
C 3.229 3.220 -3.036 -0.0084 -0.0222 -0.0272
C 3.296 1.855 -3.281 0.0090 0.0264 -0.0034
C 3.033 0.951 -2.263 0.0249 0.0036 0.0289
H -3.348 1.795 -0.815 0.0008 0.0030 -0.0002
H -4.208 4.038 -0.199 -0.0005 -0.0053 -0.0032
H -2.816 5.561 1.165 0.0010 0.0000 0.0006
H -0.568 4.841 1.911 0.0023 -0.0011 -0.0013
H 0.278 2.587 1.274 0.0050 -0.0060 0.0245
H -0.211 2.845 -1.979 0.0012 0.0015 0.0094
H 0.192 3.149 -4.379 -0.0009 -0.0004 -0.0001
H 0.062 1.215 -5.923 -0.0002 0.0030 -0.0001
H -0.465 -1.029 -5.026 -0.0011 0.0086 -0.0036
H -0.880 -1.326 -2.598 -0.0110 0.0319 0.0244
H 4.883 1.239 1.024 0.0039 0.0011 0.0049
H 5.764 2.335 3.060 0.0003 -0.0007 -0.0026
H 4.289 2.680 5.016 -0.0002 0.0013 0.0010
H 1.930 1.939 4.926 -0.0067 0.0003 0.0039
H 1.053 0.860 2.842 0.0064 0.0297 -0.0027
H 2.345 3.127 0.229 0.0056 0.0042 -0.0046
H 2.829 4.736 -1.570 0.0003 -0.0007 0.0054
H 3.440 3.928 -3.829 0.0031 0.0018 -0.0003
H 3.555 1.494 -4.270 0.0005 -0.0011 0.0033
H 3.114 -0.115 -2.435 -0.0020 -0.0314 -0.0097
C 1.658 -3.019 -3.352 0.0051 0.0255 -0.0513
N 1.448 -3.443 -1.987 0.2742 0.1557 0.1339
C 0.320 -3.978 -1.519 -0.2886 0.0496 0.0443
S 0.205 -4.386 0.134 0.1216 -0.1332 -0.0020
N -0.692 -4.160 -2.386 0.1130 -0.0320 0.0249
C -2.050 -4.523 -2.002 -0.0343 0.0348 0.0076
H 2.678 -2.647 -3.423 -0.0104 0.0168 -0.0195
H 0.985 -2.208 -3.648 0.0969 -0.0939 0.0275
H 1.548 -3.858 -4.045 0.0112 -0.0100 0.0064
H 2.114 -3.093 -1.288 -0.1119 -0.0800 -0.0298
H -0.582 -3.745 -3.297 -0.0072 -0.0131 -0.0093
H -2.025 -5.075 -1.069 0.0071 -0.0334 -0.0448
H -2.488 -5.148 -2.780 0.0036 0.0115 -0.0055
H -2.663 -3.634 -1.847 0.0206 -0.0030 0.0165
C -5.056 -1.432 2.299 0.0099 0.0362 -0.0207
N -3.883 -2.257 2.460 -0.0624 -0.0041 0.0047
C -3.673 -3.449 1.855 0.1072 -0.0984 -0.0257
Se -4.815 -4.434 0.809 -0.0582 0.0554 0.0531
N -2.408 -3.824 2.162 -0.0718 0.0267 -0.0031
C -1.769 -2.838 2.899 0.0076 -0.0003 -0.0957
C -0.466 -2.698 3.347 -0.0124 0.0132 -0.0050
C -0.153 -1.519 4.010 0.0001 -0.0253 -0.0092
C -1.109 -0.524 4.213 0.0039 0.0049 0.0217
C -2.412 -0.666 3.757 -0.0067 0.0065 0.0030
C -2.721 -1.840 3.096 0.0339 0.0163 -0.0018
H -5.761 -1.972 1.673 -0.0040 -0.0007 0.0113
H -4.770 -0.500 1.808 0.0026 -0.0046 -0.0126
H -5.507 -1.221 3.270 0.0063 -0.0038 -0.0003
H -1.968 -4.588 1.674 0.0789 0.0269 0.0077
H 0.287 -3.451 3.154 -0.0078 -0.0084 0.0069
H 0.864 -1.354 4.339 -0.0012 -0.0043 0.0025
H -0.821 0.392 4.713 0.0024 0.0029 -0.0020
H -3.141 0.125 3.877 -0.0035 -0.0012 -0.0019
```
Positions in Å, forces in eV/Å.

As for the HOMO energy: -4.26 eV. As for the lowest unoccupied orbital energy: 2.341 eV. Its net charge is -1. The value obtained for the energy relative to the best compared isomer or geometry (same formula, charge and spin) is 0.000 eV. As for the strongest force on any atom: 0.49 eV Å⁻¹. For the energy, the calculation gives -5898.91657 hartree.